Below is a structure of composition C4H9NO2, with properties calculated with ωB97M-V with the def2-TZVPD basis set.

```
16
Properties=species:S:1:pos:R:3:forces:R:3:mulliken_charge:R:1
C -1.074243 1.495641 -0.239738 -0.062 0.021 -0.021 -1.49
C -0.235310 0.320135 0.250274 -0.034 0.004 0.136 0.40
C -0.968151 -1.017126 0.095056 -0.223 0.257 -0.185 -0.57
O -0.431382 -2.050281 0.870114 0.198 -0.076 -0.013 -0.52
N 1.060484 0.299708 -0.452531 -0.076 0.017 -0.121 -0.18
C 2.421307 -0.464267 -0.017657 0.062 -0.832 0.547 -0.34
O 2.328011 -1.369690 0.755821 0.077 0.616 -0.517 -0.44
H -0.509042 2.430746 -0.182076 -0.074 -0.141 -0.001 0.38
H -1.979235 1.601206 0.366697 0.133 -0.020 -0.086 0.39
H -1.384116 1.345722 -1.281980 0.052 0.014 0.140 0.36
H 0.000789 0.440438 1.314824 -0.030 -0.002 -0.113 0.21
H -2.005437 -0.884587 0.424924 0.141 0.004 -0.050 0.33
H -1.002005 -1.272049 -0.980863 0.026 -0.003 0.163 0.27
H 0.539776 -2.020675 0.808672 -0.123 -0.043 0.066 0.39
H 0.998094 0.350076 -1.471462 0.062 0.009 0.126 0.32
H 2.240461 0.794999 -0.260072 -0.128 0.175 -0.071 0.48
```
Positions in Å, forces in eV/Å.

Calculated values
**ΔE to the lowest compared entry with this formula, charge and spin**: 4.533 eV
**E**: -362.91897 Ha
**Multiplicity**: 1
**Gap between HOMO and LUMO**: 9.880 eV
**Strongest force on any atom**: 1.00 eV/Å
**E_LUMO**: 0.8 eV

Below is an isolated molecule of C4H9NO2, with properties calculated with ωB97M-V with the def2-TZVPD basis set.

```
16
Properties=species:S:1:pos:R:3:forces:R:3:mulliken_charge:R:1
C 2.018281 -0.270880 -0.042544 -1.337 -0.291 -1.904 -1.34
C 0.463179 -0.685891 -0.005993 2.890 -2.051 -0.076 -0.57
C -0.553442 0.393381 0.209141 0.408 3.198 -0.270 0.65
N -0.288324 1.697364 -0.539807 -0.585 -0.707 0.348 -0.75
C -1.995342 -0.099713 0.034907 0.564 0.265 1.744 0.27
O -3.047616 0.471947 0.022405 1.114 -0.117 -0.688 -0.51
O -1.868913 -1.427490 0.356221 -1.616 0.132 1.389 -0.47
H 2.127771 0.454801 0.731153 0.586 0.473 0.645 0.35
H 2.206040 0.204766 -1.017147 0.058 0.228 0.353 0.33
H 2.811397 -1.069285 -0.002904 -1.339 0.428 0.433 0.35
H 0.480389 -1.453141 0.771911 -0.600 0.650 0.646 0.37
H 0.187823 -1.381868 -0.795822 0.318 0.591 -0.924 0.36
H -0.478785 0.658975 1.271891 -0.411 -0.289 0.210 0.14
H -0.870444 2.449270 -0.136370 0.354 -0.725 -0.322 0.26
H 0.678974 2.003128 -0.445323 -0.242 -0.324 0.128 0.25
H -1.870981 -1.945368 -0.411714 -0.160 -1.460 -1.712 0.32
```
Positions in Å, forces in eV/Å.

Calculated values
**ΔE to the lowest compared entry with this formula, charge and spin**: 2.174 eV
**E**: -363.00565 Ha
**Multiplicity**: 1
**Gap between HOMO and LUMO**: 10.159 eV
**Strongest force on any atom**: 3.54 eV/Å
**E_LUMO**: 0.6 eV
**SMILES string**: CC[C@@H](N)C(=O)O

Below is a structure of composition C4H9NO2, with properties calculated with ωB97M-V with the def2-TZVPD basis set.

```
16
Properties=species:S:1:pos:R:3:forces:R:3:mulliken_charge:R:1
C 2.439225 0.161018 0.343144 2.359 -1.561 -2.221 -0.84
N 1.168898 -0.165273 -0.418717 -1.067 1.870 3.231 -0.31
C -1.897756 1.164314 -1.453489 1.066 0.082 0.770 -0.98
C 0.633084 -0.966910 0.430745 0.176 -0.410 -1.549 -0.08
C -0.635448 -0.797771 1.240326 2.732 -1.394 0.483 0.50
O -1.470344 -1.892506 1.082817 -0.538 3.456 -1.691 -0.49
O -0.798079 0.120613 1.961830 -0.172 0.930 0.857 -0.44
H 2.968556 0.954151 -0.182493 -0.275 0.125 -0.094 0.30
H 3.110894 -0.715099 0.256076 0.085 0.187 0.296 0.35
H 2.400899 0.423145 1.397739 -0.847 0.072 -0.114 0.28
H -1.756563 0.137934 -1.791573 -0.930 -0.050 -0.244 0.22
H -2.677045 1.794506 -1.864384 -0.035 -0.417 -0.630 0.32
H -2.052721 1.203487 -0.374489 0.086 -0.202 0.121 0.19
H -0.893737 1.552333 -1.628919 -0.187 0.535 0.025 0.28
H 1.120582 -1.949754 0.565950 0.427 0.309 1.355 0.35
H -1.660442 -1.024185 0.435430 -2.880 -3.533 -0.593 0.35
```
Positions in Å, forces in eV/Å.

Calculated values
**ΔE to the lowest compared entry with this formula, charge and spin**: 6.328 eV
**E**: -362.85300 Ha
**Multiplicity**: 1
**Gap between HOMO and LUMO**: 8.132 eV
**Strongest force on any atom**: 4.60 eV/Å
**E_LUMO**: -0.8 eV

Below is an isolated molecule of C4H9NO2, with properties calculated with ωB97M-V with the def2-TZVPD basis set.

```
16
Properties=species:S:1:pos:R:3:forces:R:3:mulliken_charge:R:1
C 1.653637 -1.520004 -0.692672 0.813 0.913 -0.161 -0.87
C 1.351393 -0.786459 0.605406 -0.779 -0.658 -0.951 0.52
O 1.937705 -1.034200 1.633498 0.343 0.223 0.328 -0.63
N 0.258185 0.031591 0.573687 0.418 -0.014 0.574 -0.10
C -0.545767 0.434200 -0.542208 -0.583 0.942 -0.426 -0.35
C -1.743079 1.251787 -0.036035 0.057 -0.431 0.275 -0.77
O -2.702121 1.429484 -1.048157 -0.270 -0.066 -0.323 -0.53
H 2.593986 -1.175134 -1.137601 -0.005 0.219 0.298 0.25
H 1.863081 -2.536296 -0.412392 -0.348 -0.575 -0.130 0.29
H 0.916971 -1.370627 -1.478946 -0.192 -0.443 0.219 0.30
H 0.031039 0.391166 1.488595 -0.073 0.147 -0.021 0.26
H 0.007628 1.035287 -1.272212 0.148 -0.108 0.023 0.28
H -1.028580 -0.382687 -1.084022 0.304 -0.249 0.109 0.29
H -1.525066 2.232064 0.391483 0.537 -0.142 0.204 0.34
H -2.175128 0.615052 0.744655 -0.327 0.322 -0.026 0.39
H -2.468181 2.209574 -1.560660 -0.043 -0.080 0.008 0.32
```
Positions in Å, forces in eV/Å.

Calculated values
**ΔE to the lowest compared entry with this formula, charge and spin**: 1.114 eV
**E**: -363.04461 Ha
**Multiplicity**: 1
**Gap between HOMO and LUMO**: 10.371 eV
**Strongest force on any atom**: 1.39 eV/Å
**E_LUMO**: 0.6 eV
**SMILES string**: CC(=O)NCCO

Below is an isolated molecule of C4H9NO2, with properties calculated with ωB97M-V with the def2-TZVPD basis set.

```
16
Properties=species:S:1:pos:R:3:forces:R:3:mulliken_charge:R:1
N 1.834175 -0.016275 -0.564755 -0.054 0.053 -0.044 -0.68
C 0.558783 -0.640703 -0.226916 -0.254 0.257 -0.050 1.12
O 0.661052 -2.024567 -0.438355 -0.139 -0.093 -0.118 -0.60
C -0.714509 0.037069 -0.860059 0.077 0.017 -0.055 -1.14
C -0.693553 0.953029 0.372945 0.303 0.019 0.007 0.28
O -1.887063 1.387959 0.961425 -0.260 0.127 -0.139 -0.55
C 0.027575 -0.156566 1.138400 0.033 -0.014 0.187 -1.25
H 2.511777 -0.747326 -0.755674 -0.161 0.068 -0.063 0.27
H 2.196222 0.535475 0.207600 -0.094 -0.121 -0.127 0.27
H 0.065460 -2.217177 -1.169540 0.115 -0.262 0.081 0.34
H -1.585768 -0.631295 -0.771435 0.309 0.045 -0.007 0.35
H -0.693987 0.486572 -1.858500 0.281 -0.116 0.174 0.38
H -0.004581 1.785168 0.166091 -0.166 -0.012 0.176 0.28
H -2.310491 2.007400 0.355975 -0.022 -0.017 0.126 0.32
H 0.739856 0.114603 1.922770 -0.036 -0.064 -0.135 0.33
H -0.704948 -0.873371 1.520021 0.069 0.115 -0.013 0.26
```
Positions in Å, forces in eV/Å.

Calculated values
**ΔE to the lowest compared entry with this formula, charge and spin**: 1.988 eV
**E**: -363.01247 Ha
**Multiplicity**: 1
**Gap between HOMO and LUMO**: 10.111 eV
**Strongest force on any atom**: 0.36 eV/Å
**E_LUMO**: 0.9 eV
**SMILES string**: N[C@]1(O)C[C@@H](O)C1

Below is an isolated molecule of C4H9NO2, with properties calculated with ωB97M-V with the def2-TZVPD basis set.

```
16
Properties=species:S:1:pos:R:3:forces:R:3:mulliken_charge:R:1
C -0.857235 0.815263 -2.576968 -0.360 -0.367 -0.876 -0.82
N -0.517003 -0.109468 -1.529876 0.856 0.369 1.422 -0.17
C 0.154018 0.345836 -0.420743 -0.249 0.848 0.704 0.67
O 0.632324 1.465258 -0.351621 0.033 -0.202 -0.024 -0.64
C 0.146691 -0.631904 0.765741 -1.027 -0.943 -2.365 -0.71
C 0.854137 -0.209199 2.019892 -0.099 0.344 -0.602 -0.41
O 0.818018 -1.248396 2.970429 -0.166 -0.251 0.570 -0.51
H -1.876750 0.683223 -2.953326 -0.011 -0.118 0.384 0.31
H -0.759379 1.814218 -2.167279 0.114 0.089 -0.102 0.29
H -0.224415 0.696601 -3.461831 0.209 0.172 0.197 0.26
H -0.811629 -1.053504 -1.405537 -0.629 -0.302 -0.793 0.19
H 0.450273 -1.543560 0.223631 0.785 -0.225 0.982 0.36
H -0.916501 -0.879675 0.907255 0.134 0.362 0.560 0.33
H 0.303875 0.675143 2.341110 0.254 0.170 0.327 0.27
H 1.879067 0.072457 1.772032 0.042 0.094 0.144 0.25
H 0.724507 -0.892292 3.867090 0.114 -0.041 -0.529 0.32
```
Positions in Å, forces in eV/Å.

Calculated values
**ΔE to the lowest compared entry with this formula, charge and spin**: 1.224 eV
**E**: -363.04056 Ha
**Multiplicity**: 1
**Gap between HOMO and LUMO**: 10.495 eV
**Strongest force on any atom**: 2.74 eV/Å
**E_LUMO**: 0.8 eV
**SMILES string**: CNC(=O)CCO

Below is a cluster of 2 separate species, C4H9NO2 in total, with properties calculated with ωB97M-V with the def2-TZVPD basis set.

```
16
Properties=species:S:1:pos:R:3:forces:R:3:mulliken_charge:R:1
C 2.214197 0.059200 -0.635280 0.120 -0.031 -0.002 -0.65
O 1.108425 0.912554 -0.272913 -0.069 0.100 0.318 -0.34
C 0.321753 0.418598 0.698163 0.065 -0.200 0.430 0.78
C -0.736383 1.367524 1.276813 0.161 0.067 0.010 -0.87
O 0.506897 -0.674269 1.188031 -0.040 0.387 -0.101 -0.59
H 2.812917 0.601345 -1.371846 -0.291 0.061 0.163 0.25
H 2.826435 -0.148120 0.246371 -0.124 0.021 -0.085 0.27
H 1.881594 -0.890957 -1.063345 -0.210 0.258 0.139 0.28
H -0.648657 2.406051 0.955766 0.194 -0.169 -0.126 0.30
H -1.785425 1.067479 1.131671 0.539 -0.295 -0.338 0.22
H -0.585540 1.314927 2.359211 0.052 0.117 -0.124 0.30
C -1.683948 -1.414749 -0.648317 0.101 0.028 -0.098 -0.39
N -0.849282 -0.890419 -1.446413 -0.416 -0.217 0.039 -0.35
H -1.380499 -1.540812 0.393001 -0.097 -0.099 -0.171 0.33
H -2.692503 -1.742579 -0.921140 0.078 0.044 -0.093 0.27
H -1.231347 -0.797369 -2.388359 -0.063 -0.070 0.041 0.20
```
Positions in Å, forces in eV/Å.

Calculated values
**ΔE to the lowest compared entry with this formula, charge and spin**: 1.915 eV
**E**: -363.01515 Ha
**Multiplicity**: 1
**Gap between HOMO and LUMO**: 10.981 eV
**Strongest force on any atom**: 0.70 eV/Å
**E_LUMO**: 1.0 eV
**SMILES string**: COC(C)=O.C=N

Below is a cluster of 2 separate species, C4H9NO2 in total, with properties calculated with ωB97M-V with the def2-TZVPD basis set.

```
16
Properties=species:S:1:pos:R:3:forces:R:3:mulliken_charge:R:1
C 0.791116 -0.332092 2.083602 -0.024 0.088 0.024 -0.91
C 1.596356 -0.348090 0.818212 0.008 0.220 -0.199 -0.02
N 1.276943 0.075040 -0.341921 0.136 -0.082 0.398 -0.42
C 0.027881 0.692844 -0.533544 -0.125 0.187 0.218 0.74
O -0.570744 1.396284 0.252891 0.303 -0.300 -0.275 -0.56
O -0.383665 0.462795 -1.784135 0.091 -0.027 0.123 -0.31
C -1.599214 1.125311 -2.125635 -0.229 0.093 -0.085 -0.59
H -0.231116 -0.702391 1.946462 0.223 0.109 -0.052 0.28
H 1.295227 -0.910033 2.863334 -0.110 0.099 -0.149 0.32
H 0.708585 0.717029 2.394127 -0.038 -0.223 0.081 0.28
H 2.620537 -0.726823 0.904783 -0.189 0.003 -0.068 0.40
H -1.757575 0.937114 -3.187797 0.028 0.008 0.170 0.22
H -2.425210 0.721996 -1.534883 0.047 0.083 -0.094 0.27
H -1.510094 2.196820 -1.930139 -0.056 -0.145 -0.059 0.28
H -0.065928 -2.859424 0.359584 -0.012 -0.018 -0.054 0.13
H 0.226900 -2.446379 -0.184940 -0.053 -0.096 0.021 -0.12
```
Positions in Å, forces in eV/Å.

Calculated values
**ΔE to the lowest compared entry with this formula, charge and spin**: 2.286 eV
**E**: -363.00151 Ha
**Multiplicity**: 1
**Gap between HOMO and LUMO**: 10.525 eV
**Strongest force on any atom**: 0.51 eV/Å
**E_LUMO**: 0.6 eV
**SMILES string**: C/C=N\C(=O)OC.[H][H]